[1]
# C4H16BaFO4

A molecular structure, C4H16BaFO4 in a non-equilibrium geometry (wB97M-V/def2-TZVPD, the OMol25 dataset).

The geometry in XYZ format:
```
26
Properties=species:S:1:pos:R:3
Ba -0.47007 -0.79423 3.76977
F -0.03020 -0.29558 1.29772
C -3.23456 -0.74803 0.20895
O -2.55536 0.48787 0.16959
H -4.15752 -0.56299 0.76953
H -3.54412 -1.09446 -0.77683
H -2.68062 -1.54858 0.71247
H -1.61383 0.36110 0.34274
C 3.49405 -0.44719 -0.14714
O 2.54854 -1.41649 0.30444
H 3.59728 0.38180 0.56044
H 4.46213 -0.92968 -0.23619
H 3.18417 -0.03677 -1.10978
H 1.74929 -0.95457 0.57210
C 0.21966 3.17036 0.82494
O 1.14877 2.18534 0.40105
H -0.54743 3.35172 0.07170
H -0.26269 2.89460 1.77841
H 0.75122 4.09856 1.04001
H 0.88782 1.34564 0.79254
C -0.50836 -1.56446 -2.25636
O -0.52039 -2.16057 -0.95676
H -1.29045 -0.80435 -2.37483
H 0.46115 -1.10265 -2.47150
H -0.69030 -2.34617 -2.98904
H -0.39819 -1.47022 -0.29797
```

Properties
Relative energy (zero: lowest compared OMol25 entry of this formula, charge and spin), eV: 1.9840
Kohn-Sham gap, eV: 6.168
Charge: +1
Max |F|, eV/A: 2.56
HOMO level, eV: -12.1037
E_tot, eV: -16001.14914
LUMO level, eV: -5.9

[2]
# C23H32F3N2Pt

A molecular structure, C23H32F3N2Pt (wB97M-V/def2-TZVPD, the OMol25 dataset).

The geometry in XYZ format:
```
61
Properties=species:S:1:pos:R:3
Pt 1.24479 0.39863 -0.67293
C -2.67209 2.73239 -0.85796
C -1.78745 1.98161 -1.85556
C -1.64558 2.75754 -3.16298
C -2.30399 0.57088 -2.05646
C -3.30757 0.29465 -2.97727
C -3.80474 -0.99124 -3.13138
C -3.27775 -2.02279 -2.37175
C -2.26769 -1.78592 -1.44491
C -1.64327 -2.94207 -0.68515
C -2.61943 -3.53430 0.33382
C -1.13178 -4.02373 -1.63711
C -1.81023 -0.47606 -1.27763
N -0.79956 -0.20272 -0.31052
C -1.15650 -0.14480 0.92553
C -0.22516 0.16912 1.93674
C -0.44178 0.11907 3.31200
C 0.78825 0.38352 3.89195
C 1.70298 0.59054 2.83451
N 1.09042 0.47935 1.63360
C 3.18557 0.78206 3.09573
C 3.92581 1.28781 1.87555
C 3.38644 1.77268 4.24905
C 3.77863 -0.57870 3.49622
H -2.27633 3.73336 -0.66929
H -2.72193 2.20371 0.09587
H -3.69096 2.83260 -1.24416
H -0.78731 1.89968 -1.42279
H -2.61476 2.98772 -3.61459
H -1.05124 2.19344 -3.88298
H -1.13909 3.70658 -2.97502
H -3.70687 1.09662 -3.58637
H -4.58775 -1.18977 -3.85316
H -3.64441 -3.03355 -2.51256
H -0.77982 -2.55496 -0.14508
H -3.49919 -3.94534 -0.16947
H -2.96382 -2.78004 1.04324
H -2.14454 -4.34037 0.89834
H -1.95260 -4.49901 -2.18025
H -0.61248 -4.80297 -1.07416
H -0.43737 -3.59928 -2.36392
H -2.19610 -0.33057 1.20234
H -1.37655 -0.10656 3.80473
H 1.01667 0.40798 4.94606
H 3.54515 2.26180 1.56634
H 3.80176 0.60081 1.04346
H 4.99289 1.38537 2.09770
H 2.91257 2.72949 4.02214
H 4.45487 1.94488 4.40970
H 2.96256 1.39883 5.18185
H 3.64922 -1.29875 2.68607
H 3.28241 -0.97384 4.38484
H 4.84857 -0.48181 3.70723
C 2.98545 1.39467 -1.09197
H 3.27833 2.06728 -0.29057
H 2.82263 2.00630 -1.98387
H 3.82906 0.73083 -1.30989
F 0.29761 -0.91154 -2.99784
C 1.36741 -0.16325 -2.55431
F 2.43773 -0.99354 -2.78607
F 1.48991 0.80569 -3.52468
```

Properties
Kohn-Sham gap, eV: 7.333
Charge: -1
Max |F|, eV/A: 0.72
HOMO level, eV: -4.4088
E_tot, eV: -38753.00632
LUMO level, eV: 2.9

[3]
# C31H46N7O3PY

A molecular structure, C31H46N7O3PY in a non-equilibrium geometry (wB97M-V/def2-TZVPD, the OMol25 dataset).

The geometry in XYZ format:
```
89
Properties=species:S:1:pos:R:3
Y 9.38426 12.67211 11.06355
C 12.07200 13.19216 11.84764
C 12.80209 11.82810 11.93302
C 11.93751 10.58296 11.78822
C 12.51180 9.28817 12.07574
C 11.69508 8.18516 11.89019
C 10.34570 8.33074 11.53865
C 9.84503 9.58283 11.26508
N 10.63630 10.69782 11.47599
N 11.51494 13.58570 10.47654
C 11.39313 15.07037 10.33457
C 10.26924 15.63835 11.05901
C 10.35261 16.90364 11.65434
C 9.23248 17.52596 12.14013
C 7.97895 16.99233 11.76821
C 7.92912 15.76929 11.16631
N 9.03981 14.98972 10.93429
C 12.07328 12.90071 9.27799
C 10.98643 12.20191 8.46425
C 11.37872 11.31596 7.42081
C 10.37887 10.79457 6.61902
C 9.06101 11.36456 6.72020
C 8.79462 12.14510 7.81500
N 9.70439 12.42184 8.71592
H 12.83402 13.93483 12.21594
H 11.32446 13.17843 12.61626
H 13.29999 11.81026 12.97097
H 13.52381 11.72836 11.15701
H 13.53755 9.15740 12.46920
H 12.02036 7.16685 12.11214
H 9.65197 7.47199 11.46310
H 8.90544 9.72686 10.71175
H 11.08359 15.38770 9.36311
H 12.36670 15.50220 10.63038
H 11.34134 17.40271 11.75145
H 9.30515 18.36132 12.85858
H 7.05728 17.50666 12.11256
H 7.00286 15.38725 10.76048
H 12.78853 12.08843 9.59842
H 12.62235 13.56035 8.66718
H 12.39667 11.03320 7.27570
H 10.63772 10.04557 5.85196
H 8.27922 10.95314 6.08928
H 7.87237 12.62773 8.00140
C 6.45364 9.06337 8.15515
O 6.41445 10.40639 8.56431
C 5.40365 10.77987 9.42159
C 5.78022 12.12383 9.95317
O 6.89706 12.07387 10.87308
C 6.63071 11.47833 12.14408
C 7.03262 12.42631 13.29502
O 8.38084 12.93615 13.13964
C 8.86373 13.59992 14.36629
H 7.02111 8.50480 8.90145
H 5.51230 8.59286 7.91522
H 7.05728 9.05499 7.16898
H 4.42516 10.77736 8.90952
H 5.25110 10.03492 10.18914
H 6.03686 12.81734 9.16803
H 4.90708 12.60449 10.45544
H 5.54484 11.26959 12.24775
H 7.13761 10.51951 12.24879
H 6.28214 13.27649 13.28932
H 6.89932 11.95746 14.30513
H 9.86400 13.90272 14.18213
H 8.93544 12.92589 15.27087
H 8.21179 14.42889 14.64835
C 6.96719 5.60855 19.33459
N 7.20929 4.61884 18.36051
C 8.56208 4.07651 18.59520
N 9.64326 5.05678 18.65662
C 9.26644 6.14177 19.57178
N 7.96654 6.64555 19.31328
C 7.88162 7.45351 18.14798
P 8.34094 6.49600 16.54822
C 7.14216 5.15420 17.01606
C 9.86624 5.64660 17.35927
H 7.00084 5.06479 20.34489
H 5.95374 5.99731 19.21381
H 8.81512 3.41334 17.74564
H 8.59568 3.53519 19.52143
H 9.98169 6.96786 19.50081
H 9.32485 5.69021 20.54321
H 8.61561 8.31544 18.22072
H 6.91877 7.96491 18.04489
H 7.30249 4.36629 16.26664
H 6.08678 5.42511 16.81278
H 10.73145 6.36068 17.40414
H 10.24428 4.98132 16.55811
```

Properties
Relative energy (zero: lowest compared OMol25 entry of this formula, charge and spin), eV: 2.0935
Kohn-Sham gap, eV: 3.662
Charge: +3
Max |F|, eV/A: 3.39
HOMO level, eV: -12.3003
E_tot, eV: -59773.69813
LUMO level, eV: -8.6

[4]
# C5H10O

A single C5H10O molecule in a non-equilibrium geometry (wB97M-V/def2-TZVPD, the OMol25 dataset).

The geometry in XYZ format:
```
16
Properties=species:S:1:pos:R:3
C -0.74388 -1.58165 -0.41678
C -0.00534 -0.28568 -0.16743
C 0.37794 0.47728 -1.43294
C -0.56826 0.57352 0.95587
C 0.63236 1.19382 1.47791
O -0.53315 1.98100 1.23172
H -1.00611 -2.04737 0.54123
H -0.04996 -2.25156 -0.93414
H -1.64878 -1.46668 -1.01795
H 0.91497 -0.62944 0.41725
H 1.30121 0.06374 -1.84475
H 0.52801 1.54952 -1.25299
H -0.40383 0.38530 -2.19550
H -1.24135 0.07766 1.66304
H 1.05766 0.50552 2.23601
H 1.38850 1.45501 0.73945
```

Properties
Relative energy (zero: lowest compared OMol25 entry of this formula, charge and spin), eV: 3.5044
Kohn-Sham gap, eV: 10.455
SMILES: CC(C)[C@H]1CO1
Max |F|, eV/A: 2.36
HOMO level, eV: -9.4142
E_tot, eV: -7391.26095
LUMO level, eV: 1.0